Record 1
The following is a quantum chemistry calculation of 2 unconnected molecules or ions with the total composition C4H11N3 in a non-equilibrium geometry, from the Open Molecules 2025 dataset.

XYZ file:
```
18
Properties=species:S:1:pos:R:3:forces:R:3:lowdin_charge:R:1
C 2.5188 0.8116 -0.2446 0.7 -0.5 -0.1 -0.0284
C 0.4203 0.1008 0.8863 2.0 0.4 -0.1 0.0107
C 3.3018 -0.5074 -0.2419 -2.9 0.0 1.7 -0.2783
C -2.7870 0.4699 -0.6753 -1.3 1.1 -2.0 -0.1177
N -1.7095 -1.2935 0.5057 -4.2 -0.5 1.8 0.0133
N -0.5981 0.6250 0.3055 1.2 1.1 0.7 -0.0736
N -1.9019 0.1470 0.3848 -0.2 -2.8 0.5 -0.2687
H 3.1797 1.4472 0.3971 -0.9 0.1 0.3 -0.0328
H 0.2710 -0.9102 1.3192 -0.2 0.7 -0.5 0.0456
H 2.5265 -1.3190 -0.2883 1.0 0.3 0.7 0.0654
H 3.7102 -0.6413 -1.1579 1.2 0.1 -3.6 0.0064
H 4.1701 -0.6536 0.3805 -0.2 -0.3 1.1 0.0468
H -2.8336 -0.2165 -1.5711 0.4 0.1 1.0 0.0900
H -3.8062 0.5012 -0.2252 0.6 0.2 -0.6 0.0901
H -2.5472 1.4493 -1.1709 -0.2 -0.5 0.9 0.0932
H -1.4960 -1.6842 -0.3813 0.6 -0.1 -1.5 0.0564
H -2.7157 -1.7093 0.6650 2.5 1.2 0.0 0.1368
H -0.5664 1.6232 0.0671 0.1 -0.5 -0.3 0.1449
```
Positions in Å, forces in eV/Å.

Properties
**LUMO energy**: 0.662 eV
**Highest occupied orbital energy**: -6.95 eV
**Relative energy (zero: lowest compared OMol25 entry of this formula, charge and spin)**: 965.2 kJ/mol
**HOMO-LUMO gap**: 7.61 eV
**Strongest force on any atom**: 4.61 eV Å⁻¹
**Molar mass**: 101.15 Da
**E**: -8787.6150 eV

Record 2
The following is a quantum chemistry calculation of a molecular structure, C5H9FN2 in a non-equilibrium geometry, from the Open Molecules 2025 dataset.

XYZ file:
```
17
Properties=species:S:1:pos:R:3:forces:R:3:lowdin_charge:R:1
C 2.5365 -0.9302 0.0496 -0.2 1.1 0.4 -0.2395
C -2.1155 -0.7200 -0.2148 -2.6 -0.5 0.6 -0.1503
C -0.8146 -0.6144 0.4602 2.5 -1.4 -0.6 -0.2702
C 1.8740 0.2503 0.5101 -3.0 0.8 0.8 -0.2459
C 0.0402 0.3424 -0.3787 3.7 -1.9 0.1 -0.2893
N 2.9885 -1.9153 -0.3092 0.4 -1.1 -0.5 0.1485
N -0.3425 1.6459 -0.3716 2.4 0.7 -4.6 0.0565
F 2.3477 1.4271 -0.0068 0.9 0.2 -0.2 -0.0585
H -2.4316 0.3307 -0.4246 -1.0 -1.0 0.8 0.0838
H -2.8119 -1.5578 0.2301 0.8 2.4 -0.3 0.1217
H -2.0257 -1.0714 -1.2008 0.7 -0.7 -1.5 0.0480
H -0.3175 -1.6802 0.4602 -0.6 2.2 0.4 0.1493
H -0.8501 -0.1716 1.4757 -0.1 -0.5 -0.4 0.1175
H 1.8356 0.3754 1.6595 0.0 -0.5 -1.9 0.1497
H 0.4196 0.0609 -1.4495 -1.0 -0.1 2.1 0.1698
H -0.6660 1.9585 0.4609 -0.9 1.7 2.9 0.0529
H 0.3332 2.2695 -0.9501 -1.9 -1.2 1.9 0.1561
```
Positions in Å, forces in eV/Å.

Properties
**LUMO energy**: 0.805 eV
**Highest occupied orbital energy**: -8.66 eV
**Relative energy (zero: lowest compared OMol25 entry of this formula, charge and spin)**: 260.2 kJ/mol
**HOMO-LUMO gap**: 9.47 eV
**Strongest force on any atom**: 5.25 eV Å⁻¹
**Molar mass**: 116.14 Da
**E**: -11025.8153 eV

Record 3
The following is a quantum chemistry calculation of 2 unconnected molecules or ions with the total composition H4I2Si2 in a non-equilibrium geometry, from the Open Molecules 2025 dataset.

XYZ file:
```
8
Properties=species:S:1:pos:R:3:forces:R:3:lowdin_charge:R:1
Si 1.6423 1.9600 -0.7349 -1.0 1.8 1.0 0.1887
Si -3.0805 -2.9800 1.2006 0.3 -1.1 -0.2 0.1404
I -0.5956 -2.8049 1.4124 -0.4 -0.1 -0.1 0.0889
I -0.7361 2.8075 -0.5706 0.7 -0.2 -0.1 0.1883
H 2.3217 2.8629 -1.7145 0.0 -0.4 0.4 -0.1175
H 2.0964 2.0968 0.7121 0.1 -0.2 -1.0 -0.1068
H 1.4552 0.6307 -1.2013 0.2 -1.0 -0.3 -0.1535
H -3.1034 -4.5730 0.8962 0.1 1.2 0.2 -0.2284
```
Positions in Å, forces in eV/Å.

Properties
**LUMO energy**: -1.337 eV
**Highest occupied orbital energy**: -8.88 eV
**Relative energy (zero: lowest compared OMol25 entry of this formula, charge and spin)**: 173.1 kJ/mol
**HOMO-LUMO gap**: 7.55 eV
**Strongest force on any atom**: 2.23 eV Å⁻¹
**Molar mass**: 314.01 Da
**E**: -32020.6189 eV

Record 4
The following is a quantum chemistry calculation of a molecular structure, C35H53CaN2PS2, from the Open Molecules 2025 dataset.

XYZ file:
```
94
Properties=species:S:1:pos:R:3:forces:R:3:lowdin_charge:R:1
Ca 0.7413 -0.3766 0.6006 0.0 0.0 0.0 1.0128
C 0.4247 2.5772 -1.0646 0.0 0.0 0.0 -0.0915
N 0.7808 2.1591 0.3008 0.0 0.0 0.0 -0.2514
C -0.1862 2.6804 1.2755 0.0 0.0 0.0 -0.1795
C -1.4861 1.8984 1.2199 0.0 0.0 0.0 -0.1800
N -1.3379 0.5606 1.8236 0.0 0.0 0.0 -0.2357
C -2.4724 -0.2818 1.4273 0.0 0.0 0.0 -0.0820
C -1.2352 0.6447 3.2805 0.0 0.0 0.0 -0.2914
C -2.3228 1.1527 3.9898 0.0 0.0 0.0 -0.0519
C -2.3015 1.2611 5.3664 0.0 0.0 0.0 -0.0961
C -1.1608 0.8515 6.0487 0.0 0.0 0.0 -0.0967
C -0.0820 0.3464 5.3537 0.0 0.0 0.0 -0.1301
C -0.0801 0.2236 3.9526 0.0 0.0 0.0 -0.6358
S 1.3608 -0.4333 3.1927 0.0 0.0 0.0 0.5088
C 2.1593 2.5275 0.5607 0.0 0.0 0.0 -0.2925
C 2.4717 3.6627 1.3003 0.0 0.0 0.0 -0.0347
C 3.7908 4.0227 1.5283 0.0 0.0 0.0 -0.0935
C 4.8077 3.2456 0.9962 0.0 0.0 0.0 -0.0971
C 4.5010 2.1211 0.2497 0.0 0.0 0.0 -0.1246
C 3.1806 1.7297 0.0144 0.0 0.0 0.0 -0.6305
S 2.8641 0.2727 -0.9349 0.0 0.0 0.0 0.4960
H 0.3648 3.6720 -1.1270 0.0 0.0 0.0 0.1030
H -0.5340 2.1486 -1.3590 0.0 0.0 0.0 0.0342
H 1.1820 2.2116 -1.7546 0.0 0.0 0.0 0.0525
H -0.3976 3.7434 1.0973 0.0 0.0 0.0 0.1263
H 0.2446 2.5861 2.2742 0.0 0.0 0.0 0.1265
H -1.8068 1.7583 0.1837 0.0 0.0 0.0 0.0825
H -2.2808 2.4670 1.7178 0.0 0.0 0.0 0.1228
H -3.4404 0.1542 1.7030 0.0 0.0 0.0 0.0917
H -2.3845 -1.2550 1.9087 0.0 0.0 0.0 0.0931
H -2.4668 -0.4062 0.3423 0.0 0.0 0.0 0.0457
H -3.2074 1.4717 3.4502 0.0 0.0 0.0 0.1036
H -3.1562 1.6582 5.8978 0.0 0.0 0.0 0.0965
H -1.1139 0.9274 7.1279 0.0 0.0 0.0 0.1005
H 0.8064 0.0290 5.8839 0.0 0.0 0.0 0.0914
H 1.6821 4.2753 1.7140 0.0 0.0 0.0 0.1025
H 4.0157 4.9023 2.1170 0.0 0.0 0.0 0.0975
H 5.8437 3.5108 1.1658 0.0 0.0 0.0 0.0993
H 5.2912 1.5067 -0.1619 0.0 0.0 0.0 0.0923
C 3.9670 -4.4496 -0.1124 0.0 0.0 0.0 -0.0582
C 3.3708 -3.2547 0.6393 0.0 0.0 0.0 -0.3823
C 3.6349 -3.3795 2.1349 0.0 0.0 0.0 -0.0732
C 1.9030 -3.1126 0.2905 0.1 0.0 -0.1 -0.2501
C 0.8683 -3.3459 1.1887 0.0 0.0 0.0 -0.0633
C -0.4652 -3.2234 0.7955 0.0 0.0 0.0 -0.0605
C -0.8086 -2.8587 -0.5015 0.0 0.0 0.0 -0.3021
C -2.2399 -2.8212 -0.9580 0.0 0.0 0.0 -0.0510
C 0.2325 -2.5783 -1.3956 0.0 0.0 0.0 -0.0674
C 1.5568 -2.7140 -1.0085 0.0 0.0 0.0 -0.1146
H 5.0413 -4.5100 0.0662 0.0 0.0 0.0 0.0808
H 3.8071 -4.3757 -1.1888 0.0 0.0 0.0 0.0734
H 3.5120 -5.3811 0.2334 0.0 0.0 0.0 0.0861
H 3.8548 -2.3426 0.2748 0.0 0.0 0.0 0.1140
H 3.2468 -4.3240 2.5265 0.0 0.0 0.0 0.0839
H 3.1857 -2.5642 2.7035 0.0 0.0 0.0 0.0338
H 4.7095 -3.3690 2.3194 0.0 0.0 0.0 0.0841
H 1.0887 -3.6010 2.2155 0.0 0.0 0.0 0.1089
H -1.2474 -3.4306 1.5165 0.0 0.0 0.0 0.1187
H -2.4567 -1.8991 -1.4997 0.0 0.0 0.0 0.0325
H -2.9290 -2.8972 -0.1177 0.0 0.0 0.0 0.0802
H -2.4422 -3.6548 -1.6345 0.0 0.0 0.0 0.0960
H 0.0014 -2.2693 -2.4092 0.0 0.0 0.0 0.1060
H 2.3446 -2.4846 -1.7156 0.0 0.0 0.0 0.1059
C -4.4152 3.0227 -1.9771 0.0 0.0 0.0 -0.1171
C -3.5672 2.4830 -3.1286 0.0 0.0 0.0 -0.5667
C -2.4428 3.4678 -3.4470 0.0 0.0 0.0 -0.1157
P -2.9189 0.7813 -2.7235 0.0 0.0 0.0 1.0750
C -2.0072 0.3695 -4.3058 0.0 0.0 0.0 -0.5568
C -2.1267 -1.0967 -4.7214 0.0 0.0 0.0 -0.1205
C -0.5238 0.7113 -4.1304 0.0 0.0 0.0 -0.1330
C -4.4523 -0.2766 -2.8492 0.0 0.0 0.0 -0.5726
C -5.4240 0.0935 -3.9663 0.0 0.0 0.0 -0.1147
C -5.1732 -0.4108 -1.5055 0.0 0.0 0.0 -0.1189
H -4.7029 4.0578 -2.1739 0.0 0.0 0.0 0.0798
H -3.8538 3.0061 -1.0388 0.0 0.0 0.0 0.0689
H -5.3300 2.4504 -1.8307 0.0 0.0 0.0 0.0505
H -4.1948 2.3939 -4.0205 0.0 0.0 0.0 0.0945
H -1.7487 3.5659 -2.6106 0.0 0.0 0.0 0.0579
H -2.8679 4.4556 -3.6378 0.0 0.0 0.0 0.0815
H -1.8749 3.1803 -4.3307 0.0 0.0 0.0 0.0640
H -2.4246 0.9898 -5.1070 0.0 0.0 0.0 0.1045
H -1.8239 -1.7649 -3.9097 0.0 0.0 0.0 0.0570
H -1.4611 -1.2922 -5.5649 0.0 0.0 0.0 0.0828
H -3.1354 -1.3721 -5.0264 0.0 0.0 0.0 0.0647
H -0.0688 0.0722 -3.3682 0.0 0.0 0.0 0.0614
H -0.3579 1.7412 -3.8198 0.0 0.0 0.0 0.0458
H 0.0180 0.5523 -5.0655 0.0 0.0 0.0 0.0842
H -4.0425 -1.2656 -3.0740 0.0 0.0 0.0 0.0726
H -5.9452 1.0268 -3.7452 0.0 0.0 0.0 0.0715
H -6.1845 -0.6829 -4.0797 0.0 0.0 0.0 0.0817
H -4.9216 0.2121 -4.9281 0.0 0.0 0.0 0.0701
H -5.6295 0.5254 -1.1848 0.0 0.0 0.0 0.0595
H -4.4907 -0.7317 -0.7182 0.0 0.0 0.0 0.0404
H -5.9718 -1.1527 -1.5818 0.0 0.0 0.0 0.0819
```
Positions in Å, forces in eV/Å.

Properties
**LUMO energy**: 0.490 eV
**Highest occupied orbital energy**: -6.98 eV
**Relative energy (zero: lowest compared OMol25 entry of this formula, charge and spin)**: 0.0 kJ/mol
**HOMO-LUMO gap**: 7.47 eV
**Strongest force on any atom**: 0.16 eV Å⁻¹
**Molar mass**: 637.01 Da
**E**: -89537.6128 eV